Entry 1:
{
  "formula": "C5H6NO",
  "method": "ωB97M-V with the def2-TZVPD basis set",
  "elements": ["C", "C", "C", "C", "C", "N", "O", "H", "H", "H", "H", "H", "H"],
  "coordinates": [[1.93278, 1.02302, 0.02076], [0.64205, 0.62740, -0.12857], [-1.68463, -0.31081, 0.78582], [-1.88456, -0.08758, -0.64591], [-0.53000, 0.21443, -0.05086], [2.79567, 0.08697, 0.16323], [2.63068, -1.14463, -0.11553], [2.23969, 2.04196, 0.19500], [-2.05733, 0.40585, 1.50788], [-1.55312, -1.31490, 1.16747], [-1.90227, -0.93321, -1.32370], [-2.42438, 0.78569, -0.99059], [1.79542, -1.39420, -0.58500]],
  "gap_ev": [9.59, 6.82],
  "fmax_ha_per_bohr": 0.0465,
  "e_lumo_ev": [-3.62, -8.78],
  "s2": 2.021,
  "spin_multiplicity": 3,
  "total_charge": 1,
  "molar_mass_g_mol": 96.1,
  "de_lowest_kcal_mol": 74.6
}

Entry 2:
{
  "formula": "C6F18InO18S6",
  "method": "ωB97M-V with the def2-TZVPD basis set",
  "elements": ["In", "C", "F", "F", "F", "S", "O", "O", "O", "C", "F", "F", "F", "S", "O", "O", "O", "C", "F", "F", "F", "S", "O", "O", "O", "C", "F", "F", "F", "S", "O", "O", "O", "C", "F", "F", "F", "S", "O", "O", "O", "C", "F", "F", "F", "S", "O", "O", "O"],
  "coordinates": [[-0.14113, -0.14283, 0.92686], [-3.50291, 3.01434, 3.17314], [-4.03757, 1.84876, 3.36033], [-4.34330, 3.76152, 2.46107], [-3.26472, 3.66451, 4.27084], [-1.77163, 2.80711, 2.33303], [-1.16340, 4.13564, 2.29421], [-0.98477, 1.75233, 3.05284], [-2.02987, 2.33930, 0.97292], [-2.55432, 0.78764, -3.06139], [-1.83984, 1.63792, -2.29081], [-3.86499, 1.07430, -2.95920], [-2.15761, 0.95914, -4.33091], [-2.19529, -1.03880, -2.54395], [-2.04210, -0.94412, -1.07963], [-3.33129, -1.84711, -2.90402], [-0.95093, -1.48387, -3.20069], [2.80372, -4.38865, -0.83240], [2.60788, -5.47069, -1.65462], [2.74638, -4.77655, 0.44200], [3.94320, -3.85134, -1.03051], [1.39955, -3.06860, -1.18858], [0.16958, -3.78272, -0.97897], [1.55231, -1.93401, -0.24157], [1.54238, -2.66292, -2.59518], [-2.23928, -3.76835, 3.95048], [-2.04400, -2.80311, 4.84592], [-1.50727, -4.86518, 4.31585], [-3.57192, -4.04631, 3.88444], [-1.64075, -3.07323, 2.20427], [-0.16014, -2.81016, 2.34587], [-1.96306, -4.11993, 1.19973], [-2.27510, -1.73969, 2.04706], [1.94990, 2.33049, -3.44845], [2.34311, 3.07491, -2.39619], [0.74977, 2.82734, -3.79401], [2.79169, 2.37440, -4.40698], [1.80057, 0.43675, -2.83099], [1.35017, -0.36025, -3.99350], [3.14637, 0.06800, -2.31025], [0.86324, 0.34937, -1.73786], [3.89431, 3.16358, 0.64005], [4.22085, 2.27538, -0.32707], [4.79789, 3.30420, 1.56488], [3.75429, 4.26365, -0.09658], [2.10833, 2.76662, 1.38742], [2.05176, 1.46334, 2.09000], [1.76476, 3.89334, 2.23489], [1.22518, 2.60455, 0.23622]],
  "gap_ev": [5.13, 3.78],
  "fmax_ha_per_bohr": 0.0800,
  "e_lumo_ev": [0.49, -0.93],
  "s2": 1.625,
  "spin_multiplicity": 2,
  "total_charge": -2,
  "molar_mass_g_mol": 1009.2
}

Entry 3:
{
  "formula": "C55H54BiN3O8S4",
  "method": "ωB97M-V with the def2-TZVPD basis set",
  "elements": ["Bi", "C", "C", "N", "N", "C", "S", "S", "C", "C", "C", "C", "C", "C", "C", "C", "C", "C", "C", "C", "C", "O", "H", "H", "H", "H", "H", "H", "H", "H", "H", "H", "H", "H", "H", "H", "C", "C", "C", "C", "C", "C", "C", "S", "O", "C", "C", "C", "C", "C", "C", "C", "C", "C", "C", "C", "C", "C", "C", "C", "C", "C", "C", "C", "C", "S", "O", "C", "C", "C", "C", "C", "C", "C", "H", "H", "H", "H", "H", "H", "H", "H", "H", "H", "H", "H", "H", "H", "H", "H", "H", "H", "H", "H", "H", "H", "H", "H", "H", "H", "O", "H", "H", "O", "H", "H", "O", "C", "O", "H", "C", "N", "C", "C", "C", "O", "H", "H", "H", "H", "H", "H", "H", "H", "H"],
  "coordinates": [[-1.06470, 0.25753, -0.29174], [-5.61090, -0.57582, 0.71839], [-4.13274, -0.31868, 0.79611], [-3.42346, -0.15284, -0.26794], [-4.03938, -0.25106, -1.48632], [-3.44640, 0.29441, -2.47617], [-1.98809, 1.25776, -2.41680], [-4.21944, 0.07213, -4.05056], [-4.89371, 1.78266, -4.24992], [-5.89048, 2.03593, -3.16168], [-5.50197, 2.65954, -1.97997], [-6.39814, 2.80350, -0.93173], [-7.69473, 2.32738, -1.05211], [-8.08626, 1.69315, -2.22368], [-7.18868, 1.54526, -3.26776], [-3.50799, -0.19320, 2.10654], [-3.99659, -0.95123, 3.17962], [-3.51648, -0.78209, 4.45941], [-2.56160, 0.20981, 4.69950], [-2.08719, 0.98789, 3.66997], [-2.49579, 0.78352, 2.33639], [-1.97588, 1.50567, 1.37628], [-5.99889, -0.23794, -0.23798], [-6.12240, -0.06703, 1.53215], [-5.80337, -1.64847, 0.80406], [-5.34614, 1.77090, -5.23955], [-4.04802, 2.46669, -4.22388], [-4.48636, 3.02178, -1.87630], [-6.07583, 3.27521, -0.01213], [-8.39626, 2.44376, -0.23618], [-9.09027, 1.30013, -2.31810], [-7.49092, 1.02856, -4.17066], [-4.74018, -1.71466, 2.98457], [-3.88218, -1.39978, 5.26827], [-2.17379, 0.35054, 5.70032], [-1.34924, 1.75660, 3.84968], [6.22721, -1.76262, -4.36997], [5.23908, -1.77427, -3.23697], [4.23200, -2.73266, -3.17869], [3.27027, -2.69326, -2.18180], [3.32058, -1.70003, -1.22307], [4.32798, -0.74718, -1.24854], [5.28406, -0.79340, -2.24871], [1.93918, -1.53091, -0.06516], [0.82217, -2.32205, -0.62962], [2.60617, -2.68466, 1.19700], [1.96473, -3.93999, 1.15898], [2.27057, -4.92149, 2.04602], [3.17402, -4.67215, 3.09618], [3.48945, -5.66771, 4.04917], [4.34291, -5.40419, 5.08138], [4.88468, -4.11488, 5.22921], [4.61682, -3.14009, 4.31022], [3.78622, -3.39995, 3.19218], [3.55000, -2.40701, 2.17933], [4.50508, -1.25146, 2.26407], [5.87323, -1.61410, 2.02439], [6.21311, -2.85670, 1.43696], [7.51953, -3.20921, 1.24749], [8.55481, -2.34927, 1.65731], [8.25907, -1.12649, 2.18716], [6.91620, -0.71741, 2.35866], [6.58296, 0.54810, 2.87808], [5.28312, 0.92654, 3.00769], [4.23159, 0.03770, 2.69628], [2.50080, 0.56165, 2.86139], [2.04532, 0.22890, 4.24287], [2.91017, 2.30743, 2.86354], [3.45616, 2.85632, 1.71440], [3.68982, 4.21798, 1.65859], [3.35989, 5.04378, 2.72792], [3.53211, 6.53364, 2.62561], [2.83296, 4.46720, 3.88185], [2.60474, 3.10285, 3.95042], [6.02991, -2.57888, -5.06228], [7.24876, -1.85751, -4.00006], [6.15908, -0.82197, -4.91791], [4.18568, -3.50484, -3.93669], [2.45018, -3.40002, -2.15242], [4.35089, 0.04291, -0.50677], [6.06171, -0.03969, -2.28130], [1.22854, -4.08987, 0.38113], [1.81583, -5.90162, 1.97187], [3.03871, -6.64649, 3.93942], [4.59426, -6.17656, 5.79604], [5.51950, -3.89818, 6.07824], [5.02826, -2.14895, 4.44263], [5.42062, -3.52386, 1.12698], [7.76316, -4.15860, 0.78971], [9.58396, -2.66299, 1.54221], [9.05194, -0.45087, 2.48346], [7.38082, 1.21992, 3.16896], [5.04791, 1.91006, 3.38861], [3.67463, 2.22510, 0.86121], [4.09698, 4.64667, 0.75165], [4.21011, 6.79001, 1.81355], [3.92010, 6.95479, 3.55283], [2.56693, 7.00493, 2.42889], [2.59654, 5.09576, 4.73172], [2.19319, 2.63991, 4.83850], [-0.28193, 2.53040, -0.32446], [-1.03701, 3.12626, -0.39056], [0.26910, 2.59523, -1.18951], [-0.45901, -1.68202, 2.55310], [0.17609, -1.21495, 3.12658], [-1.22561, -1.84622, 3.11495], [1.21883, 2.43332, -2.41698], [1.56358, 1.23683, -2.38800], [1.11072, 0.33392, -1.63063], [2.37137, 0.91696, -3.07923], [-2.09566, -3.34031, 0.26246], [-2.29415, -3.75066, -1.12559], [-2.80048, -5.08886, -1.38531], [-1.99172, -2.86789, -2.09355], [-2.03393, -3.30491, -3.53627], [-1.67562, -1.70310, -1.84567], [-2.22548, -4.19692, 0.91789], [-2.81016, -2.56492, 0.53965], [-1.09089, -2.93895, 0.39011], [-3.16706, -5.50618, -0.45179], [-2.02237, -5.74778, -1.77898], [-3.63368, -5.07088, -2.08774], [-2.45505, -4.29185, -3.69380], [-1.00791, -3.29346, -3.90554], [-2.59861, -2.56764, -4.10537]],
  "gap_ev": 7.67,
  "fmax_ha_per_bohr": 0.0294,
  "e_lumo_ev": 0.03,
  "total_charge": 0,
  "molar_mass_g_mol": 1222.3,
  "de_lowest_kcal_mol": 25.8
}

Entry 4:
{
  "formula": "C30H31N7O3PdS",
  "method": "ωB97M-V with the def2-TZVPD basis set",
  "elements": ["Pd", "C", "N", "C", "C", "O", "C", "O", "C", "C", "O", "N", "C", "C", "H", "H", "H", "H", "H", "H", "H", "H", "H", "H", "H", "H", "H", "H", "H", "H", "S", "C", "N", "N", "C", "C", "C", "C", "C", "C", "N", "N", "C", "C", "C", "C", "C", "C", "H", "H", "H", "H", "H", "H", "H", "H", "H", "H", "H", "N", "C", "C", "C", "C", "C", "C", "C", "C", "C", "H", "H", "H", "H"],
  "coordinates": [[1.33248, -1.36684, 0.41847], [-2.43620, -1.69173, 4.37273], [-1.44501, -2.31222, 3.49068], [-1.41908, -3.77708, 3.44079], [-0.52362, -1.60492, 2.85367], [0.33559, -2.14719, 2.13200], [-0.53873, -0.09036, 3.04377], [0.52185, 0.51314, 2.34583], [1.64476, 0.89684, 3.09995], [2.86216, 0.04999, 2.74510], [2.85135, -0.70422, 1.75269], [3.94042, 0.14457, 3.51275], [4.10509, 1.13289, 4.57914], [5.12912, -0.65550, 3.20791], [-3.25785, -2.38901, 4.50319], [-2.83401, -0.77681, 3.94067], [-2.01875, -1.47279, 5.35723], [-2.43079, -4.14670, 3.28576], [-1.03922, -4.17506, 4.38211], [-0.78014, -4.10041, 2.62844], [-0.51076, 0.14595, 4.10957], [-1.46195, 0.31805, 2.63128], [1.44024, 0.82977, 4.16801], [1.86604, 1.93854, 2.85601], [3.15433, 1.49572, 4.95362], [4.68942, 1.98265, 4.22266], [4.64288, 0.67271, 5.40485], [4.85987, -1.48593, 2.56757], [5.54214, -1.03283, 4.14101], [5.88390, -0.04303, 2.71255], [2.78279, -1.05395, -1.28685], [2.08338, 0.16386, -2.18336], [2.68926, 0.36424, -3.37309], [2.41856, 1.32258, -4.15204], [2.31454, 2.71155, -3.94234], [2.00015, 3.47357, -5.06971], [1.88453, 4.84401, -4.95068], [2.10789, 5.44956, -3.72159], [2.44698, 4.68180, -2.60283], [2.54477, 3.31333, -2.70134], [0.91560, 0.91233, -1.91119], [0.26092, 0.54446, -0.94058], [-0.94543, 1.21093, -0.68637], [-1.92162, 0.48304, -0.01113], [-3.16471, 1.05085, 0.19777], [-3.41278, 2.35185, -0.22632], [-2.42326, 3.08787, -0.88090], [-1.19258, 2.51989, -1.12440], [2.51132, 1.03547, -5.12786], [1.83457, 2.98539, -6.02465], [1.63253, 5.44116, -5.81654], [2.03738, 6.52612, -3.63281], [2.65271, 5.16722, -1.65800], [2.83410, 2.72073, -1.84602], [-1.70210, -0.54008, 0.27625], [-3.94509, 0.47909, 0.68241], [-4.38299, 2.79783, -0.04795], [-2.62507, 4.10131, -1.20206], [-0.40785, 3.06492, -1.63447], [-6.75361, -4.33133, -4.36009], [-5.74390, -4.06623, -3.88042], [-4.47636, -3.73304, -3.27339], [-3.81392, -2.57013, -3.65274], [-2.60727, -2.24445, -3.06142], [-2.05094, -3.07311, -2.08570], [-2.70697, -4.25275, -1.73567], [-3.91824, -4.57792, -2.32003], [-0.87845, -2.63864, -1.36981], [0.06101, -2.21714, -0.73947], [-4.25207, -1.92692, -4.40371], [-2.08776, -1.33848, -3.34757], [-2.26618, -4.90708, -0.99541], [-4.43938, -5.48192, -2.03593]],
  "gap_ev": [3.73, 3.49],
  "fmax_ha_per_bohr": 0.0327,
  "e_lumo_ev": [-8.99, -9.16],
  "total_charge": 2,
  "molar_mass_g_mol": 676.1,
  "de_lowest_kcal_mol": 0.0
}

Entry 5:
{
  "formula": "C19H19N3O5",
  "method": "ωB97M-V with the def2-TZVPD basis set",
  "elements": ["O", "C", "N", "C", "C", "C", "C", "C", "O", "C", "C", "C", "C", "N", "C", "O", "C", "C", "C", "C", "N", "O", "O", "C", "C", "C", "C", "H", "H", "H", "H", "H", "H", "H", "H", "H", "H", "H", "H", "H", "H", "H", "H", "H", "H", "H"],
  "coordinates": [[-3.32714, 1.88782, 0.39272], [-2.80473, 0.80995, 0.60736], [-3.50603, -0.28170, 0.99546], [-4.94151, -0.27895, 1.11950], [-5.62607, -1.03325, -0.04126], [-5.55925, -0.24688, -1.35263], [-6.81394, 0.61956, -1.26106], [-7.78246, -0.28755, -0.49775], [-7.00014, -1.21532, 0.24371], [-1.33133, 0.60409, 0.49302], [-0.50165, 1.68990, 0.76200], [0.86745, 1.56685, 0.66994], [1.44012, 0.35322, 0.28842], [2.83372, 0.29000, 0.20633], [3.62507, -0.79313, -0.03750], [3.22588, -1.92305, -0.21528], [5.09002, -0.47153, -0.04953], [5.96487, -1.44416, 0.43122], [7.32669, -1.22115, 0.43198], [7.81259, -0.01976, -0.06959], [9.23678, 0.22577, -0.07201], [9.95525, -0.64000, 0.37604], [9.62136, 1.28412, -0.51935], [6.95618, 0.94821, -0.57961], [5.59396, 0.72079, -0.56650], [0.61550, -0.72743, -0.01244], [-0.75622, -0.59788, 0.09308], [-3.02377, -1.14882, 1.16578], [-5.26195, 0.76460, 1.12430], [-5.23629, -0.74960, 2.06156], [-5.17389, -2.03031, -0.12563], [-5.62329, -0.92707, -2.20276], [-4.64840, 0.34123, -1.43073], [-6.60315, 1.52518, -0.69310], [-7.20316, 0.90280, -2.23597], [-8.42101, -0.85660, -1.18522], [-8.42376, 0.26662, 0.19407], [-0.95466, 2.62748, 1.04530], [1.50216, 2.41392, 0.89070], [3.30148, 1.16140, 0.41675], [5.55477, -2.37180, 0.79938], [8.02057, -1.95732, 0.80771], [7.37096, 1.86099, -0.97947], [4.93226, 1.46175, -0.99074], [1.05193, -1.66064, -0.32571], [-1.37577, -1.44234, -0.17250]],
  "gap_ev": 7.97,
  "fmax_ha_per_bohr": 0.0257,
  "e_lumo_ev": -1.03,
  "total_charge": 0,
  "molar_mass_g_mol": 369.4,
  "smiles": "O=C(NC[C@@H]1CCCO1)c1ccc(NC(=O)c2ccc([N+](=O)[O-])cc2)cc1",
  "de_lowest_kcal_mol": 69.4
}

- Number 3 is which compound?
  C55H54BiN3O8S4